No. 1
The following is a DFT calculation (ωB97M-V/def2-TZVPD) of a 8-piece molecular cluster, C37H77N2O7 overall.

```
123
Properties=species:S:1:pos:R:3
O -0.57 -5.16 0.79
O -5.04 -2.47 -0.69
O 0.88 -1.65 3.80
O -2.12 0.64 -4.15
O -0.52 5.16 -1.49
O 3.38 4.38 1.87
O -0.94 0.13 0.37
N 3.02 -4.03 0.68
N 2.18 2.17 -2.26
C -4.16 -1.89 0.18
C 3.07 1.32 -2.88
C 2.96 3.29 2.64
C 1.40 3.32 2.58
C -4.97 -1.62 1.42
C -1.34 -4.86 -0.45
C 1.90 -1.96 0.70
C 1.55 1.99 -1.03
C 3.99 -2.38 -0.70
C 3.39 -5.04 1.73
C -1.81 4.60 -1.96
C 3.09 -0.73 3.82
C -0.82 -3.75 -1.06
C -1.26 -6.04 1.68
C -5.67 -3.01 -2.86
C -0.48 -1.39 3.68
C 1.82 0.97 -0.27
C 2.12 -3.19 1.09
C 3.28 0.21 -2.19
C 2.30 3.60 -2.60
C 5.10 5.50 1.36
C 3.98 -3.66 -0.09
C -0.52 5.39 -0.05
C -1.71 1.14 0.95
C 2.70 -0.04 -0.86
C -0.36 -0.53 -2.99
C 1.61 -0.41 4.01
C -3.87 1.62 -5.24
C 2.89 -1.45 -0.29
C 4.75 4.17 1.72
C -1.50 0.48 -2.90
C -1.61 4.26 -3.33
C -1.22 -2.68 3.33
C 0.76 6.12 0.18
C -3.39 1.22 -3.96
C -0.31 -6.30 2.83
C -4.58 -2.65 -1.99
H 4.69 3.38 0.96
H -1.34 1.51 1.87
H -1.33 5.82 0.29
H 3.42 2.42 2.27
H 4.55 5.83 0.54
H -3.30 2.14 -3.28
H -3.81 0.90 -5.99
H -2.56 3.71 -3.85
H -0.09 -5.42 3.27
H -0.60 -0.77 2.96
H 2.76 -5.74 1.91
H -2.71 0.92 1.43
H 5.30 3.96 2.70
H -1.54 -6.99 1.13
H -1.07 1.44 -2.54
H 0.55 -6.78 2.68
H 1.23 0.88 0.85
H 1.47 4.26 -2.68
H -4.14 -1.23 2.12
H -1.25 -3.34 -2.04
H -1.79 1.88 0.38
H 2.82 4.20 -1.76
H 0.77 7.04 -0.36
H 0.82 4.37 2.49
H -4.21 -1.00 -0.24
H 3.60 -4.40 2.86
H 1.04 2.92 1.50
H -5.76 -0.94 1.45
H 5.05 6.13 2.08
H -3.29 2.40 -5.42
H -1.18 -5.67 -1.09
H 3.80 0.06 3.99
H 3.50 1.46 -3.92
H -0.99 -7.00 3.43
H -3.71 -3.41 -2.16
H -2.54 5.43 -1.66
H 1.32 -3.56 1.93
H -0.97 -3.69 3.83
H -3.98 0.47 -3.37
H -4.91 2.09 -5.07
H 1.37 0.45 3.55
H -2.26 -2.61 3.33
H -1.24 5.07 -3.73
H 3.40 -1.18 2.77
H 1.12 -1.13 1.15
H -0.81 -1.40 -3.54
H -2.15 3.78 -1.41
H -2.33 0.08 -2.07
H -4.11 -1.78 -2.37
H -2.40 -4.80 -0.14
H -6.30 -2.23 -2.63
H -0.93 -2.64 -0.36
H 0.45 -0.05 -3.62
H 2.78 3.74 -3.53
H 0.99 2.95 3.43
H -0.04 -0.89 -2.12
H 4.04 -0.39 -2.63
H 3.12 3.32 3.73
H 4.64 -1.94 -1.51
H -5.20 -2.65 1.85
H -0.88 -0.99 4.47
H 1.38 5.27 0.14
H 0.35 -3.64 -1.18
H 1.53 -0.15 5.09
H -3.20 -2.31 0.67
H -6.17 -3.97 -2.53
H -2.16 -5.39 1.90
H 0.73 2.66 -0.72
H 3.27 -1.42 4.45
H 4.28 -5.53 1.51
H 6.08 5.33 1.09
H -5.29 -3.08 -3.90
H -0.52 4.39 0.46
H -0.82 3.58 -3.38
H -0.99 -2.90 2.35
H 4.67 -4.37 -0.46
H 0.67 6.32 1.32
```

* energy above the lowest of the compared OMol25 structures with the same formula, charge and spin: 302.5 kcal per mole
* total energy: -56902.3324 eV
* total charge: +1
* HOMO: -0.328 Eh

Results of the Löwdin charge analysis, in e, for atoms 1 through 5:
1 O -0.216
2 O -0.117
3 O -0.131
4 O -0.148
5 O -0.180

***

No. 2
The following is a DFT calculation (ωB97M-V/def2-TZVPD) of a 5-piece molecular cluster, C37H80N6O5 overall.

```
128
Properties=species:S:1:pos:R:3
O -16.97 13.14 33.82
O -16.51 6.80 33.02
O -22.06 8.84 34.96
O -25.37 17.80 39.57
O -15.36 17.30 41.53
N -15.28 6.46 34.91
N -16.08 8.58 34.39
N -18.35 13.36 33.70
N -22.07 7.59 34.31
N -24.19 17.03 39.61
N -16.09 17.54 40.31
C -23.03 18.45 37.87
C -17.43 18.03 40.60
C -15.89 16.41 39.40
C -15.98 7.26 34.02
C -21.92 5.45 32.42
C -18.49 13.52 36.20
C -18.03 18.49 39.24
C -16.37 15.04 39.86
C -19.06 11.41 34.99
C -22.25 16.21 40.92
C -18.21 14.41 31.50
C -18.44 17.05 41.23
C -19.07 12.93 34.88
C -17.37 19.32 41.42
C -20.76 14.75 34.35
C -23.52 17.09 40.91
C -19.95 6.96 35.40
C -23.14 8.52 32.26
C -20.74 7.00 34.10
C -24.48 16.46 37.31
C -18.62 14.59 32.97
C -22.32 16.11 38.41
C -19.95 7.81 33.04
C -23.25 6.05 32.80
C -20.11 14.87 32.99
C -17.93 17.43 38.14
C -23.13 18.53 41.28
C -16.53 16.83 38.08
C -24.50 16.55 41.96
C -14.37 16.32 39.17
C -20.95 5.58 33.57
C -24.48 7.65 34.19
C -21.43 16.27 39.65
C -17.84 15.77 33.56
C -20.55 13.32 34.83
C -23.16 7.47 33.39
C -23.51 17.06 38.31
H -18.94 7.40 32.93
H -18.63 13.50 31.09
H -18.15 12.79 36.93
H -21.75 16.01 37.49
H -16.42 14.30 39.06
H -16.56 9.20 33.77
H -20.93 17.24 39.61
H -20.64 14.13 32.37
H -22.01 4.43 32.03
H -24.00 6.02 32.01
H -17.81 15.75 34.65
H -20.44 7.70 32.07
H -22.77 18.63 42.30
H -15.76 14.65 40.68
H -25.34 7.28 33.64
H -25.45 17.08 41.90
H -21.44 6.00 31.60
H -24.13 16.91 42.93
H -15.85 17.55 37.62
H -22.38 18.90 40.58
H -21.64 16.61 41.74
H -20.43 15.46 35.12
H -23.77 19.23 38.05
H -18.39 19.71 41.50
H -20.54 6.50 36.19
H -19.74 8.00 35.71
H -25.36 17.08 37.14
H -18.13 16.76 33.21
H -23.96 19.21 41.07
H -20.39 15.80 32.48
H -24.15 8.85 32.02
H -22.77 15.11 38.54
H -14.70 6.94 35.58
H -17.92 16.35 41.90
H -19.07 18.76 39.44
H -17.14 14.53 31.38
H -16.83 12.23 33.54
H -19.92 8.85 33.36
H -19.17 10.89 34.04
H -21.83 15.00 34.29
H -26.07 17.14 39.50
H -15.13 5.51 34.62
H -13.88 15.95 40.07
H -13.92 17.28 38.91
H -18.06 11.06 35.33
H -22.59 8.17 31.38
H -24.62 8.72 34.39
H -20.71 15.46 39.58
H -16.77 15.72 33.30
H -24.01 16.31 36.33
H -23.68 5.42 33.58
H -19.67 11.05 35.82
H -16.87 19.23 42.38
H -17.50 19.39 38.92
H -24.66 15.48 41.92
H -22.59 9.41 32.58
H -18.89 16.38 40.51
H -21.18 4.88 34.39
H -18.62 15.25 30.93
H -24.76 15.46 37.64
H -21.98 8.59 35.89
H -22.52 15.19 41.20
H -19.95 5.18 33.33
H -14.21 15.56 38.40
H -21.05 13.00 35.74
H -18.96 6.53 35.21
H -24.39 7.11 35.13
H -21.07 12.74 34.05
H -18.05 17.92 37.17
H -16.84 20.09 40.85
H -18.67 16.66 38.37
H -15.14 18.20 41.79
H -17.38 15.07 40.28
H -17.63 14.17 35.99
H -15.84 8.89 35.31
H -19.22 14.23 36.60
H -19.10 17.58 41.92
H -16.47 16.03 37.34
H -22.59 18.40 36.88
H -22.18 18.72 38.51
```

* SMILES: CC1(C)CCCC(C)(C)N1O.CC1(C)CCCC(C)(C)N1O.CC1(C)CCCC(C)(C)N1O.CC1(C)CCCC(C)(C)N1O.NC(N)=O
* total energy: -58840.3917 eV
* HOMO: -0.289 Eh

Results of the Löwdin charge analysis, in e, for atoms 1 through 5:
1 O 0.003
2 O 0.013
3 O -0.014
4 O -0.021
5 O -0.016

***

No. 3
The following is a DFT calculation (ωB97M-V/def2-TZVPD) of a 7-piece molecular cluster, C37H83IN6O6P2 overall.

```
135
Properties=species:S:1:pos:R:3
I 1.57 0.27 -3.64
P 1.57 1.32 -1.38
P 2.47 3.27 -1.55
O 1.01 -0.17 5.39
O -7.23 -4.61 9.00
O -0.70 10.02 -2.33
O -1.57 -1.98 7.99
O 0.41 -4.08 -6.80
O 3.69 7.11 -3.39
N 3.49 9.03 -2.24
N 2.81 0.68 6.41
N -5.38 -3.69 9.89
N -2.08 -0.85 6.12
N 1.74 -3.08 -8.30
N -2.77 9.20 -2.55
C 2.06 -8.41 -4.21
C 2.82 10.22 -1.76
C 1.84 -0.27 6.27
C 1.62 8.30 -3.63
C -1.04 -1.20 1.04
C -6.22 -5.80 10.81
C -1.83 -5.85 -3.26
C 2.21 -2.78 -5.91
C -6.33 -4.66 9.82
C -1.92 -4.58 -4.10
C 2.84 -2.26 -8.75
C 1.84 -1.42 7.25
C -1.50 -1.20 -0.44
C 1.35 -7.27 -4.97
C -0.33 0.09 1.49
C 1.31 4.08 -2.72
C -4.19 9.23 -2.86
C -4.25 -3.59 10.79
C 2.02 -1.10 1.45
C -1.03 -3.43 -3.60
C -1.87 10.21 -2.62
C -1.07 -2.41 -1.25
C -2.37 11.56 -3.08
C -3.29 -2.92 6.62
C 2.88 0.33 -0.52
C 3.01 8.09 -3.09
C -0.46 -6.54 -3.30
C -0.16 -7.22 -4.65
C 3.87 0.74 7.40
C 1.10 -0.04 2.05
C -2.77 -0.59 4.87
C 1.37 -3.37 -7.02
C 4.03 3.40 -3.95
C 4.09 3.09 -2.45
C -2.25 -1.88 6.97
C -1.72 -2.45 -2.63
C 2.29 -1.02 -0.06
H 1.40 -1.27 -0.66
H -2.96 -4.22 -4.11
H 3.79 1.64 7.99
H 2.99 -1.04 1.96
H -1.31 -3.33 -0.69
H -1.95 -1.31 1.64
H -5.51 -2.96 9.20
H -3.31 -3.56 10.22
H -2.77 -2.74 -2.50
H 3.40 -1.87 -7.91
H -0.64 -2.88 -4.46
H -3.30 -3.67 7.40
H -7.04 -6.49 10.63
H -0.93 0.54 2.29
H 1.14 -3.50 -8.99
H 0.34 -5.82 -3.09
H -2.08 -5.62 -2.21
H -5.28 -6.34 10.69
H -4.31 -2.67 11.37
H -6.28 -5.44 11.84
H 3.96 4.48 -4.11
H -1.16 -0.29 -0.95
H 2.97 -8.72 -4.73
H -0.55 -8.24 -4.64
H -0.44 -7.29 -2.50
H 1.57 9.24 -4.20
H -1.36 -0.20 6.40
H 0.89 8.35 -2.83
H 1.38 7.48 -4.29
H 1.47 -7.41 -6.04
H 0.34 4.10 -2.21
H -1.53 12.25 -3.08
H 2.75 1.42 5.73
H -3.13 11.94 -2.40
H 1.41 -9.28 -4.14
H 3.52 -2.84 -9.37
H 3.31 0.91 0.29
H 2.78 -1.98 7.18
H 3.82 -0.12 8.06
H -0.43 -2.09 1.23
H -4.48 10.23 -3.18
H 0.02 -2.41 -1.39
H -4.22 -4.43 11.47
H 1.01 -2.07 7.00
H -1.65 -4.81 -5.13
H 1.20 3.52 -3.65
H 1.05 -0.18 3.14
H -2.78 11.50 -4.08
H 1.64 -2.10 1.68
H 2.33 -8.10 -3.20
H 3.38 11.11 -2.04
H 2.20 -1.69 -5.96
H 2.73 10.20 -0.67
H 3.02 -1.80 -0.30
H 1.80 -3.09 -4.96
H -4.28 -2.46 6.57
H -2.60 -1.17 -0.47
H 3.25 -3.12 -5.99
H 4.42 8.84 -1.91
H -0.36 0.82 0.67
H 3.19 2.90 -4.43
H 4.95 3.04 -4.44
H 1.72 -1.07 8.27
H -3.50 -1.36 4.67
H -2.58 -6.56 -3.62
H -1.69 -1.44 -3.06
H 4.85 0.73 6.90
H 4.79 3.78 -1.96
H 1.82 10.29 -2.18
H -0.15 -3.86 -3.09
H -4.42 8.53 -3.66
H -0.64 -6.64 -5.44
H -4.77 8.97 -1.98
H 3.64 0.12 -1.28
H 4.45 2.07 -2.30
H 1.63 5.10 -2.91
H -3.28 0.38 4.92
H -3.07 -3.40 5.67
H -2.37 8.32 -2.24
H 1.80 -6.32 -4.68
H 1.59 0.94 1.91
H -2.05 -0.56 4.05
H 2.47 -1.42 -9.34
```

* SMILES: CCCCCCCCCCCCCCCCP(I)#P(C)CC.CNC(C)=O.CNC(C)=O.CNC(C)=O.CNC(C)=O.CNC(C)=O.CNC(C)=O
* energy above the lowest of the compared OMol25 structures with the same formula, charge and spin: 0.0 kcal per mole
* total energy: -87622.7804 eV
* HOMO: -0.299 Eh

Results of the Löwdin charge analysis, in e, for atoms 1 through 5:
1 I 0.422
2 P 0.344
3 P 0.652
4 O 0.013
5 O 0.028

***

Question: Which of these has the highest total energy?
Answer: C37H77N2O7